{"formula": "C9H5N3P", "method": "ωB97M-V/def2-TZVPD", "elements": ["C", "C", "C", "C", "C", "C", "C", "C", "C", "N", "N", "N", "P", "H", "H", "H", "H", "H"], "xyz": [[3.81657, 1.47022, -0.76676], [3.83112, -1.36452, -0.96094], [4.22876, -0.24064, 1.67755], [-1.26842, 0.00780, 0.12732], [-0.60784, -1.20963, -0.10264], [-0.56315, 1.22618, 0.07237], [0.77061, -1.19772, -0.04131], [0.78841, 1.25383, -0.11558], [1.45990, 0.02474, -0.07046], [4.25740, 2.40205, -1.31391], [4.34281, -2.14720, -1.63733], [4.52511, -0.14746, 2.77453], [3.24008, -0.00527, -0.03328], [-2.27679, -0.09455, 0.16500], [-0.98742, -2.21013, -0.14069], [-0.93440, 2.24540, 0.21470], [1.43156, -2.15835, -0.06755], [1.22337, 2.16247, -0.24712]], "lowdin_charge": [-0.29, -0.31, -0.26, 0.04, 0.00, 0.07, -0.02, -0.03, -0.29, 0.21, 0.21, 0.11, 0.92, 0.10, 0.13, 0.16, 0.16, 0.09], "s2": 2.0367, "lumo_ev": [-5.20, -9.29], "homo_lumo_gap_ha": [0.2242, 0.2267], "e_tot_ha": -851.03841, "total_charge": 1, "spin_multiplicity": 3}

---

{"formula": "C9H62NO23", "method": "ωB97M-V/def2-TZVPD", "elements": ["C", "C", "C", "C", "C", "C", "N", "O", "C", "C", "C", "H", "H", "H", "H", "H", "H", "H", "H", "H", "H", "H", "H", "H", "H", "H", "H", "H", "H", "O", "H", "H", "O", "H", "H", "O", "H", "H", "O", "H", "H", "O", "H", "H", "O", "H", "H", "O", "H", "H", "O", "H", "H", "O", "H", "H", "O", "H", "H", "O", "H", "H", "O", "H", "H", "O", "H", "H", "O", "H", "H", "O", "H", "H", "O", "H", "H", "O", "H", "H", "O", "H", "H", "O", "H", "H", "O", "H", "H", "O", "H", "H", "O", "H", "H"], "xyz": [[-28.34799, 19.52066, 9.66058], [-28.96243, 20.57054, 8.66699], [-29.41444, 21.79308, 9.50828], [-28.29568, 22.76296, 9.89514], [-27.54093, 23.10996, 8.59395], [-27.04919, 21.89360, 7.75852], [-28.13407, 20.94996, 7.52804], [-28.01772, 20.08249, 6.43047], [-25.84695, 21.33931, 8.51528], [-26.53191, 22.54069, 6.44333], [-30.25728, 19.88124, 8.17376], [-27.78321, 18.77464, 9.09561], [-29.14506, 19.12279, 10.28608], [-27.56733, 19.96365, 10.28882], [-29.78290, 21.36665, 10.44443], [-30.21688, 22.32945, 8.99747], [-27.64951, 22.26398, 10.62457], [-28.62244, 23.66869, 10.40718], [-26.65113, 23.72539, 8.73525], [-28.27924, 23.64904, 7.99305], [-25.43696, 20.43427, 8.05519], [-25.96634, 21.29343, 9.59634], [-25.01057, 21.98414, 8.23085], [-26.13582, 21.78527, 5.78199], [-25.90767, 23.42062, 6.59206], [-27.35870, 22.95653, 5.85934], [-30.12662, 18.90903, 7.70384], [-30.82695, 20.49671, 7.47472], [-30.94820, 19.67801, 8.99546], [-22.60922, 20.32773, 8.29927], [-22.95981, 20.21224, 7.40716], [-23.08806, 19.68082, 8.84285], [-30.22329, 20.85656, 13.33814], [-29.89560, 21.13464, 14.19844], [-29.43289, 20.72559, 12.80266], [-29.70096, 15.90863, 10.18811], [-29.88913, 15.19832, 10.80628], [-30.32108, 16.61285, 10.43078], [-28.03978, 26.62047, 7.43815], [-28.47559, 26.56329, 8.29963], [-27.87811, 25.70623, 7.18801], [-33.13029, 20.10454, 10.86024], [-33.90710, 19.79121, 11.33281], [-32.91934, 20.95617, 11.26744], [-22.67615, 22.87330, 9.60079], [-22.97273, 22.48927, 10.43860], [-22.70893, 22.13246, 8.97574], [-30.40425, 18.96077, 5.09158], [-30.99961, 19.65463, 4.79552], [-29.67620, 19.42894, 5.54023], [-23.56427, 21.23300, 11.73773], [-23.86622, 20.42712, 11.29654], [-23.19007, 20.92785, 12.56812], [-28.78543, 16.48585, 7.08027], [-27.96457, 16.18982, 7.47993], [-28.92430, 17.36810, 7.43701], [-29.37272, 24.76241, 4.06314], [-29.41042, 24.45940, 3.15229], [-29.79123, 24.05733, 4.57955], [-32.40491, 23.50767, 7.11444], [-31.47960, 23.27375, 6.94520], [-32.36382, 24.24670, 7.72587], [-25.68819, 18.27704, 6.95371], [-26.46667, 18.87327, 6.94944], [-26.07052, 17.39466, 6.95524], [-29.80006, 22.74756, 6.00872], [-30.06142, 22.00530, 5.45404], [-29.34442, 22.32638, 6.76723], [-26.59655, 24.66894, 12.03260], [-26.11689, 24.17283, 11.36029], [-26.19402, 25.54160, 12.02107], [-27.91854, 16.66321, 12.47663], [-27.02465, 16.74865, 12.81961], [-27.87720, 16.99809, 11.57376], [-32.01294, 22.56974, 11.88011], [-31.54384, 21.91436, 12.42066], [-31.45347, 23.34844, 11.91617], [-24.57232, 20.00192, 5.01498], [-24.92600, 19.21152, 5.43851], [-25.30235, 20.61805, 5.05267], [-31.86477, 17.64226, 10.95379], [-32.61680, 17.26118, 10.49297], [-32.02634, 18.60175, 10.94094], [-24.37366, 18.97153, 10.02270], [-25.03264, 19.46464, 9.51032], [-24.65223, 18.05375, 9.94922], [-29.66171, 26.59696, 9.79529], [-29.42324, 26.87533, 10.68438], [-30.35141, 25.93885, 9.92001], [-27.58876, 17.77972, 4.67554], [-27.53553, 18.59944, 5.19160], [-26.73844, 17.71484, 4.23173], [-27.26874, 21.03993, 3.36874], [-27.40735, 21.04419, 4.32705], [-28.15751, 21.09329, 3.00913]], "lowdin_charge": [-0.02, -0.46, -0.13, -0.17, -0.13, -0.47, -0.20, -0.25, -0.03, -0.01, -0.02, 0.07, 0.07, 0.06, 0.09, 0.11, 0.09, 0.09, 0.12, 0.10, 0.06, 0.08, 0.09, 0.04, 0.10, 0.08, 0.06, 0.08, 0.07, -0.06, 0.05, 0.01, -0.03, 0.06, 0.05, -0.07, 0.03, -0.01, -0.07, -0.02, 0.01, -0.04, 0.06, 0.01, -0.10, -0.02, -0.02, -0.07, 0.02, -0.02, -0.05, 0.01, 0.05, -0.04, 0.02, -0.01, -0.07, 0.02, -0.01, -0.07, -0.02, 0.02, -0.08, 0.01, 0.04, -0.07, 0.06, 0.02, -0.06, 0.03, 0.04, -0.07, 0.02, 0.01, -0.06, 0.00, 0.04, -0.05, -0.01, -0.02, -0.06, 0.05, 0.00, -0.05, 0.01, 0.07, -0.03, 0.05, 0.05, -0.06, -0.02, 0.03, -0.05, -0.01, 0.03], "e_above_lowest_ev": 1.7933, "lumo_ev": 1.42, "homo_lumo_gap_ha": 0.2125, "e_tot_ha": -2165.41038, "total_charge": -1}

---

{"formula": "C9H64NO24", "method": "ωB97M-V/def2-TZVPD", "elements": ["C", "C", "C", "C", "C", "C", "N", "O", "C", "C", "C", "H", "H", "H", "H", "H", "H", "H", "H", "H", "H", "H", "H", "H", "H", "H", "H", "H", "H", "O", "H", "H", "O", "H", "H", "O", "H", "H", "O", "H", "H", "O", "H", "H", "O", "H", "H", "O", "H", "H", "O", "H", "H", "O", "H", "H", "O", "H", "H", "O", "H", "H", "O", "H", "H", "O", "H", "H", "O", "H", "H", "O", "H", "H", "O", "H", "H", "O", "H", "H", "O", "H", "H", "O", "H", "H", "O", "H", "H", "O", "H", "H", "O", "H", "H", "O", "H", "H"], "xyz": [[0.37036, -1.48650, 1.72859], [0.45612, -0.33261, 0.74173], [1.05087, -0.83075, -0.62830], [0.09966, -1.77890, -1.43633], [-1.27511, -1.11992, -1.65833], [-1.94153, -0.37436, -0.37894], [-0.91117, 0.35237, 0.38807], [-1.43285, 1.28363, 1.35000], [-2.66934, -1.44531, 0.53821], [-3.09828, 0.36517, -0.94755], [1.48768, 0.66624, 1.30269], [1.25290, -1.62129, 2.35393], [0.27398, -2.42644, 1.18514], [-0.46053, -1.26857, 2.39957], [1.94608, -1.33090, -0.25875], [1.37300, 0.02410, -1.22291], [0.04086, -2.80549, -1.07470], [0.63287, -1.89379, -2.38004], [-1.95977, -1.89874, -1.99413], [-1.30136, -0.42975, -2.50160], [-1.82456, -2.06897, 0.83063], [-3.36717, -2.04608, -0.04507], [-3.12370, -0.99615, 1.42132], [-3.67889, 0.79229, -0.12988], [-3.98781, -0.14033, -1.32344], [-2.80043, 0.99685, -1.78443], [2.49161, 0.29204, 1.50317], [1.17713, 1.08479, 2.26001], [1.58223, 1.53329, 0.64893], [-11.26930, 0.94127, -2.30795], [-11.52947, 0.27560, -2.94468], [-10.83576, 0.44966, -1.61039], [4.95171, -5.14819, -4.01956], [5.39447, -4.38706, -4.39488], [4.52039, -5.56652, -4.76467], [-0.88229, -8.49302, -3.91621], [-1.38161, -7.73093, -4.20971], [-1.47734, -9.23235, -4.04090], [0.64364, 6.85124, 1.46330], [0.90823, 6.87521, 0.54371], [0.03129, 6.11756, 1.51777], [8.08156, -4.75264, -0.46419], [7.21102, -5.07197, -0.70170], [7.98128, -3.80243, -0.40696], [4.32231, -8.75778, -0.10695], [3.89249, -8.79695, 0.74743], [3.86014, -8.06340, -0.57649], [5.42134, 4.63237, 6.38779], [5.79666, 4.43203, 7.24525], [4.74841, 3.96407, 6.25829], [4.99766, -1.96909, -8.20127], [4.99160, -1.72680, -9.12728], [4.40326, -2.71726, -8.14505], [-3.06668, -1.95082, 9.43215], [-3.06372, -1.63712, 8.52782], [-2.77581, -1.19880, 9.94799], [7.04249, 3.36330, -1.89925], [7.61808, 4.02487, -2.28300], [6.56192, 3.00214, -2.64413], [0.05056, 2.08594, 6.98411], [0.18422, 1.80596, 6.07857], [-0.35789, 2.94850, 6.91080], [9.12815, -0.02749, -0.59784], [8.57821, 0.74271, -0.74131], [10.00439, 0.25017, -0.86499], [-5.21804, 6.46634, 1.71309], [-4.58622, 7.17808, 1.61094], [-4.68040, 5.68131, 1.81756], [-1.83130, 5.57092, -1.88366], [-1.88870, 4.69194, -1.50907], [-2.30525, 5.50975, -2.71304], [-1.64487, 4.08752, -6.28663], [-1.59447, 3.88641, -7.22110], [-2.08079, 3.32770, -5.90080], [-6.59660, 1.71791, -7.12889], [-6.88524, 2.07429, -6.28869], [-7.17706, 0.97314, -7.28579], [-8.56839, -4.87112, 2.62410], [-9.47353, -5.15649, 2.49955], [-8.58565, -3.93166, 2.44151], [6.24340, 6.05081, 1.99081], [6.23808, 5.66076, 2.86491], [5.97041, 5.34095, 1.40959], [-4.26282, 0.64845, 5.78091], [-3.87709, 1.40523, 6.22219], [-3.87992, 0.66123, 4.90372], [-2.22576, -6.05407, 5.14679], [-1.98109, -6.47648, 4.32342], [-1.77217, -5.21136, 5.12824], [-8.16190, 4.71924, -3.69698], [-8.83838, 4.16710, -3.30486], [-8.22556, 5.54909, -3.22417], [6.65583, -0.73442, 6.25215], [6.18712, -0.60632, 7.07686], [6.06983, -0.37692, 5.58504], [4.92093, 1.94784, -5.47969], [3.98041, 2.06596, -5.34661], [4.98679, 1.20897, -6.08463]], "lowdin_charge": [-0.07, -0.48, -0.15, -0.18, -0.13, -0.50, -0.20, -0.38, -0.06, -0.11, -0.08, 0.07, 0.06, 0.08, 0.10, 0.10, 0.09, 0.09, 0.09, 0.09, 0.04, 0.06, 0.07, 0.07, 0.07, 0.07, 0.07, 0.06, 0.07, -0.06, 0.03, 0.03, -0.05, 0.03, 0.02, -0.05, 0.03, 0.03, -0.06, 0.03, 0.03, -0.06, 0.03, 0.03, -0.06, 0.03, 0.03, -0.05, 0.03, 0.03, -0.05, 0.03, 0.03, -0.06, 0.03, 0.03, -0.05, 0.03, 0.03, -0.06, 0.03, 0.03, -0.05, 0.02, 0.03, -0.06, 0.03, 0.03, -0.06, 0.03, 0.02, -0.06, 0.03, 0.03, -0.05, 0.03, 0.03, -0.05, 0.02, 0.03, -0.06, 0.03, 0.03, -0.06, 0.02, 0.03, -0.06, 0.03, 0.03, -0.06, 0.03, 0.03, -0.05, 0.03, 0.03, -0.05, 0.03, 0.02], "e_above_lowest_ev": 7.7491, "lumo_ev": 1.42, "homo_lumo_gap_ha": 0.1242, "e_tot_ha": -2241.62880, "total_charge": -1}